Record 1
C12H14N2 | wB97M-V/def2-TZVPD

Values from the calculation:
HOMO level, eV: -7.8
SMILES: NCCc1cccn1-c1ccccc1
Total charge: 0

Geometry as XYZ:
```
28
Properties=species:S:1:pos:R:3:forces:R:3:mulliken_charge:R:1
N -0.21162 -1.06626 2.11237 -1.55 2.10 0.96 -0.398
C -1.41855 -0.91757 1.23741 2.23 1.14 -1.35 -0.504
C -1.90055 0.56598 1.16728 1.66 -0.26 -2.50 -0.635
C -0.62063 1.40930 0.85208 -1.00 -0.71 -0.31 -0.062
C -0.28071 2.47772 1.60302 0.17 1.14 1.72 -0.282
C 1.10635 2.76859 1.38766 0.67 1.32 -0.82 -0.799
C 1.54759 1.97816 0.30166 -0.95 0.25 1.68 -0.242
N 0.48901 1.10022 0.04885 0.75 -0.27 -1.48 0.616
C 0.68785 0.10361 -1.02499 -2.19 1.03 1.37 -0.515
C -0.23320 0.05250 -2.07456 -1.21 0.69 -0.91 -0.165
C -0.27895 -1.04867 -2.93707 0.79 0.36 1.35 -0.525
C 0.69963 -2.08422 -2.75375 -3.02 0.52 -2.31 -0.197
C 1.63770 -2.00688 -1.77487 -0.63 -0.70 1.53 -0.688
C 1.52346 -0.92797 -0.80305 2.70 -2.53 0.22 0.321
H -0.23289 -0.58856 3.04362 -0.29 -0.73 -1.25 0.178
H 0.08994 -1.99386 2.20781 0.24 -1.40 0.21 0.195
H -0.89902 -1.21491 0.24053 -1.92 0.30 1.27 0.118
H -2.36701 -1.37919 1.41875 -0.10 -1.58 0.51 0.373
H -2.28812 0.85947 2.17175 0.05 0.04 -1.06 0.373
H -2.67578 0.62865 0.27928 1.20 -0.02 2.05 0.249
H -1.00505 2.99041 2.33006 1.47 -0.96 -1.09 0.337
H 1.63118 3.60348 1.93600 -0.42 -1.18 -1.04 0.320
H 2.47647 1.92476 -0.32432 -1.16 0.09 1.01 0.345
H -0.98486 0.89775 -2.13133 0.91 -1.18 -0.05 0.352
H -1.13100 -1.16921 -3.60752 0.50 0.07 -0.06 0.361
H 0.44993 -2.96386 -3.42284 1.18 0.79 1.04 0.274
H 2.10046 -3.01988 -1.65470 0.49 1.55 0.59 0.263
H 2.08838 -0.97957 0.17090 -0.58 0.13 -1.29 0.338
```
Positions in Å, forces in eV/Å.

=====

Record 2
C37H81N6O2P | wB97M-V/def2-TZVPD

Values from the calculation:
HOMO level, eV: -8.1
SMILES: CCC(=O)OCC[C@@](C#N)(CC#N)P(CC)CC.CCN(CC)CC.CCN(CC)CC.CCN(CC)CC.CCN(CC)CC
Total charge: 0

Geometry as XYZ:
```
127
Properties=species:S:1:pos:R:3:forces:R:3:mulliken_charge:R:1
C 2.44647 -2.42007 3.42926 -0.12 0.14 -0.12 -0.824
C 2.07544 -1.07597 2.55213 -0.11 0.82 0.54 -0.128
C 0.49486 -0.58564 2.79599 -0.10 1.62 4.31 0.297
O 0.26058 0.03283 3.95562 0.52 -3.54 -7.29 -0.619
O -0.48954 -0.91680 1.75573 1.58 1.87 2.86 0.269
C -1.67869 -0.05389 1.80634 -1.72 1.29 -0.53 -0.871
C -2.96103 -0.66314 0.92157 0.75 -0.35 0.85 -0.714
C -4.05863 -1.44361 1.91372 -2.06 1.69 -0.44 0.487
C -4.86969 -0.28483 2.80300 -2.92 5.19 4.99 -0.149
N -5.42429 0.59815 3.56771 4.92 -7.81 -6.86 -0.598
C -5.21266 -2.16904 0.98193 -1.44 0.06 -0.08 -0.617
C -6.31828 -2.99374 1.91872 -4.23 -2.96 5.66 0.144
N -7.11319 -3.53655 2.78033 7.09 4.81 -7.82 -0.495
P -3.03862 -2.64705 2.98847 1.59 -0.23 0.41 0.275
C -3.20643 -2.30655 4.85915 -0.96 -0.54 0.91 -0.495
C -4.70768 -2.54409 5.47735 0.16 0.39 1.61 -0.901
C -3.31927 -4.47942 2.53278 -0.62 -1.82 -0.84 -0.640
C -1.83655 -5.05655 2.01786 -0.50 1.66 0.37 -0.617
H 2.34118 -2.18826 4.59508 -0.03 -0.53 -2.70 0.300
H 1.72534 -3.30112 3.08683 1.71 1.78 0.95 0.157
H 3.58661 -2.70724 3.25223 -2.55 0.57 0.19 0.275
H 2.73043 -0.19473 3.02079 -1.66 -1.80 -1.13 0.021
H 2.34450 -1.14318 1.41534 -0.72 -0.17 2.18 0.313
H -1.36484 0.98220 1.30413 -0.75 -2.22 1.23 0.370
H -2.11252 0.13416 2.87957 1.37 -0.36 -1.88 0.369
H -2.52224 -1.49599 0.22654 -0.97 1.68 1.01 0.313
H -3.46027 0.23645 0.35397 0.91 -1.95 0.98 0.332
H -5.86113 -1.36103 0.39084 1.46 -1.68 1.43 0.490
H -4.73830 -2.85769 0.14359 -0.99 1.17 2.12 0.412
H -2.47398 -3.06074 5.40955 -1.38 1.53 -1.39 0.361
H -2.77607 -1.23038 5.06245 -1.01 -2.07 -0.52 0.348
H -4.95764 -3.70147 5.62528 0.52 2.60 -0.72 0.247
H -5.56448 -1.95975 4.92364 1.84 -1.40 0.91 0.219
H -4.68376 -2.10039 6.58530 -0.13 -0.94 -2.30 0.332
H -4.03532 -4.63062 1.59138 1.26 0.49 2.23 0.296
H -3.75645 -5.13827 3.42288 0.91 1.52 -1.90 0.350
H -1.86234 -6.19600 1.75298 0.11 2.28 0.56 0.410
H -1.55927 -4.36058 1.08837 -0.43 -1.81 1.92 0.035
H -1.08102 -4.76773 2.87155 -1.24 -0.96 -1.78 0.183
C 8.56157 1.23763 3.85582 0.00 0.09 0.02 -1.432
C 7.05766 1.07106 4.06701 0.25 -0.14 0.33 -0.284
N 6.69105 0.78332 5.45702 -0.25 -0.29 0.10 0.104
C 5.30760 0.32201 5.60870 0.19 -0.18 -0.12 -0.644
C 4.19513 1.29770 5.24140 -0.35 0.09 0.06 -0.888
C 7.14088 1.74730 6.46158 0.38 -0.08 -0.10 -0.694
C 6.71407 3.20178 6.28950 -0.11 0.31 0.17 -0.934
H 9.11424 0.37280 4.23602 -0.12 0.11 0.03 0.331
H 8.77653 1.32788 2.78514 -0.06 0.01 0.15 0.433
H 8.94421 2.13954 4.34214 0.00 -0.10 -0.03 0.295
H 6.74318 0.22919 3.43784 -0.20 0.04 0.26 0.390
H 6.54361 1.95821 3.68718 -0.06 0.16 -0.17 0.260
H 5.14897 -0.02181 6.63824 0.20 0.14 -0.05 0.297
H 5.18196 -0.57888 4.99334 0.18 0.10 -0.04 0.346
H 4.08122 2.08223 5.99303 0.01 -0.02 -0.16 0.254
H 3.23900 0.76384 5.19365 0.07 0.06 0.02 0.343
H 4.35405 1.76518 4.26544 0.03 -0.02 0.10 0.243
H 8.23677 1.71912 6.49567 -0.10 -0.06 -0.14 0.392
H 6.83607 1.40783 7.45966 -0.13 -0.15 -0.27 0.330
H 6.85042 3.56262 5.26673 -0.02 -0.07 0.05 0.238
H 7.31969 3.84148 6.94127 -0.05 -0.08 -0.07 0.374
H 5.67184 3.35430 6.57723 0.08 0.04 -0.14 0.264
C -0.33638 0.48241 -1.88730 0.03 -0.05 -0.08 -1.226
C -1.61869 0.52794 -2.71659 0.22 0.42 0.04 -0.305
N -1.80249 1.78992 -3.43973 -0.35 0.18 0.01 0.174
C -3.15587 1.95854 -3.97795 0.01 0.04 0.31 -0.010
C -3.61649 0.97466 -5.04765 -0.21 -0.06 -0.31 -1.121
C -0.71937 2.18833 -4.33909 0.26 0.00 0.31 0.101
C -0.32205 1.21540 -5.44490 0.11 -0.03 -0.35 -1.120
H -0.27306 1.33711 -1.20655 -0.02 -0.03 -0.14 0.289
H -0.32070 -0.43023 -1.28104 0.00 0.09 -0.08 0.266
H 0.55702 0.46987 -2.51821 -0.06 0.04 0.08 0.409
H -2.45182 0.39916 -2.01460 -0.11 0.16 -0.26 0.350
H -1.63825 -0.33259 -3.39088 0.00 -0.25 -0.05 0.208
H -3.26956 2.97861 -4.36508 0.24 -0.08 0.05 -0.253
H -3.86304 1.89995 -3.13978 0.20 -0.05 0.04 0.389
H -3.14176 1.17378 -6.01118 -0.01 -0.11 0.10 0.233
H -4.69714 1.07681 -5.20008 0.12 -0.01 0.03 0.415
H -3.42569 -0.06569 -4.76916 0.02 0.11 -0.03 0.321
H 0.17144 2.39138 -3.73231 -0.14 -0.09 0.05 0.454
H -0.95682 3.15848 -4.79379 -0.24 -0.17 0.17 -0.474
H -0.21619 0.18878 -5.08474 -0.04 0.07 0.01 0.261
H 0.64582 1.51207 -5.86440 -0.10 -0.03 0.06 0.409
H -1.03917 1.22405 -6.26827 0.05 -0.13 0.09 0.273
C -1.21639 6.49220 -4.57993 -0.05 -0.05 0.01 -0.906
C -2.39060 7.46253 -4.69721 0.20 -0.10 -0.36 -0.375
N -2.91410 7.58433 -6.06119 -0.10 0.31 -0.19 0.092
C -3.81876 8.72487 -6.23587 0.31 0.10 0.02 -0.701
C -5.12734 8.71264 -5.45361 -0.37 0.09 0.03 -0.941
C -3.34288 6.34339 -6.70690 0.38 -0.11 0.04 -0.759
C -4.41054 5.51071 -6.00403 -0.30 -0.22 -0.04 -0.826
H -0.41868 6.74698 -5.28469 -0.15 -0.02 0.02 0.340
H -0.79733 6.53986 -3.56858 -0.11 -0.02 -0.14 0.449
H -1.52328 5.45740 -4.75705 0.05 0.08 0.00 -0.224
H -2.02171 8.44322 -4.37216 -0.26 0.01 -0.21 0.433
H -3.16934 7.16756 -3.98861 -0.09 -0.05 0.22 0.271
H -4.04658 8.84933 -7.30167 0.11 -0.22 0.08 0.348
H -3.27103 9.63630 -5.96141 0.08 -0.20 0.05 0.402
H -5.84262 8.00176 -5.87365 0.06 0.03 0.13 0.220
H -5.59625 9.70199 -5.50625 0.07 -0.11 0.01 0.393
H -4.97978 8.48016 -4.39508 0.00 -0.01 -0.12 0.266
H -2.45950 5.70900 -6.84872 0.00 0.12 0.12 0.378
H -3.68143 6.55816 -7.72846 0.05 0.25 0.21 0.342
H -4.21148 5.38473 -4.93662 0.01 0.06 -0.05 0.182
H -4.44500 4.50891 -6.44673 0.02 0.08 0.03 0.356
H -5.40566 5.94370 -6.12461 0.08 -0.04 0.14 0.257
C 1.86015 -8.42145 -1.23938 0.09 0.01 -0.02 -1.411
C 1.71676 -6.90398 -1.34341 0.00 -0.17 0.39 -0.376
N 2.01205 -6.20183 -0.09077 -0.22 0.31 0.16 0.234
C 1.58259 -4.79994 -0.09616 -0.24 -0.23 0.00 -0.037
C 2.25794 -3.85985 -1.08842 0.13 0.35 -0.09 -1.103
C 3.32800 -6.44887 0.49914 -0.10 -0.39 0.04 -0.628
C 4.55553 -6.15216 -0.35666 0.35 0.12 0.00 -0.975
H 1.26124 -8.82143 -0.41521 0.10 0.11 -0.05 0.318
H 1.50977 -8.89002 -2.16587 0.07 0.10 0.12 0.437
H 2.90137 -8.72370 -1.09491 -0.11 0.00 0.02 0.295
H 0.67450 -6.70504 -1.62198 0.14 0.25 0.16 0.417
H 2.33814 -6.54254 -2.16730 0.07 0.01 -0.23 0.282
H 1.68852 -4.38254 0.91274 0.11 -0.21 -0.04 -0.001
H 0.50242 -4.77774 -0.29311 0.11 -0.19 -0.03 0.146
H 3.27620 -3.61116 -0.78067 -0.06 -0.06 -0.12 0.241
H 1.70254 -2.91612 -1.13701 0.03 -0.09 0.01 0.292
H 2.28658 -4.27123 -2.10146 0.02 0.01 0.12 0.300
H 3.37451 -7.50197 0.80204 -0.11 0.07 -0.13 0.380
H 3.41710 -5.89744 1.44376 -0.26 0.08 -0.19 0.308
H 4.46669 -6.54724 -1.37198 -0.04 0.03 0.07 0.248
H 5.43889 -6.61746 0.09497 -0.10 0.04 -0.05 0.385
H 4.75820 -5.08084 -0.41567 -0.02 -0.10 -0.12 0.255
```
Positions in Å, forces in eV/Å.